[1]
14
Properties=species:S:1:pos:R:3:forces:R:3 method="wB97M-V/def2-TZVPD" total_energy_ha=-344.74075 max_force_ev_per_a=4.0 relative_energy_kcal_mol=67.5
H -2.1614 -0.2165 0.3269 1.2835 1.1434 -0.2344
H 0.9088 2.4679 -0.6783 -0.1756 0.9946 -1.1602
H 1.1821 -1.3170 2.3357 -0.3594 0.5206 0.7108
O 1.0238 1.0329 -2.3795 1.1205 -1.0481 -0.5774
C 1.7508 1.9766 -2.2658 -2.6495 -0.0680 0.3292
H -1.3980 -1.9771 2.2437 1.4737 0.5632 -1.4589
O 0.6762 -1.6409 1.6024 -1.5496 -0.4807 -1.8165
C -0.7288 -1.2886 1.5675 -1.3084 -0.1651 2.2862
H -0.9469 -0.3399 2.0242 0.9288 0.6065 1.0030
H -2.2460 -1.7357 -0.0698 2.2334 0.1782 0.3266
C -1.3888 -0.9856 0.2257 -0.5360 -3.0630 -2.5375
H 2.7267 2.0254 -2.8119 -0.6380 0.8630 0.7727
H -0.5702 -1.0013 -0.6401 -2.1532 0.7225 1.7206
O 1.1717 2.9996 -1.4808 2.3298 -0.7668 0.6358

[2]
109
Properties=species:S:1:pos:R:3:forces:R:3 method="wB97M-V/def2-TZVPD" total_energy_ha=-6386.72567 total_charge=-1 max_force_ev_per_a=1.2 relative_energy_kcal_mol=2.7
H -1.0871 0.9008 1.5781 0.0172 -0.0987 -0.0113
H -2.0474 6.7594 -3.7881 -0.0019 0.0001 -0.0019
Si -3.2013 -1.4682 1.0263 0.2226 0.0320 0.0512
I -6.1570 2.6635 -4.3374 0.0280 -0.0059 0.0140
H 7.0803 -3.5209 -4.2845 0.0212 -0.0064 0.0126
H 0.5161 4.1014 -0.6717 -0.0899 0.0174 0.0356
N -0.9542 1.7006 0.9516 -0.1028 0.3015 0.2225
C -1.0326 4.9285 -3.4748 -0.0526 0.0469 -0.0122
H 1.0036 2.4795 2.7205 -0.0280 0.0276 0.0121
H -4.2445 -3.2047 2.4524 -0.0089 0.0263 -0.0197
H -3.9092 -2.3158 4.5703 0.0021 0.0103 0.0011
O 1.3110 -1.4465 1.7101 -0.6885 0.4750 -0.0381
H -1.1722 0.3964 5.8497 -0.0330 0.0283 0.0113
H 1.4970 2.4639 0.3838 0.0770 -0.0771 -0.0139
Si -2.2602 -0.5742 3.8557 0.0530 0.0117 -0.0180
C -1.8103 -1.1610 2.1767 -0.1643 0.0376 -0.0958
H 4.6916 -4.4921 1.5894 0.0182 -0.0090 -0.0339
C -1.2452 6.6329 -1.7783 -0.0279 0.0080 0.0335
N -1.7682 -0.7434 -1.3304 -0.1324 -0.2054 -0.0653
C -0.2629 -3.3879 0.5212 -0.2945 -0.0027 0.0411
H 0.6178 -4.0197 0.6381 0.0045 -0.0068 0.0320
H 0.8386 0.0115 3.0743 0.1707 -0.0790 -0.1637
C 2.0582 -0.6471 -2.3036 -0.0400 0.0595 0.0232
H 7.7763 -1.3651 -5.2595 0.0104 -0.0122 0.0024
C -3.0003 -1.8844 4.9975 -0.0261 -0.0217 -0.0361
N 1.9088 -0.7544 -0.9688 0.0872 -0.1470 -0.1511
C 6.4093 -1.4932 -1.6459 -0.0367 -0.0081 -0.0102
C -4.2537 3.8986 -2.2473 -0.0023 -0.0319 0.0045
C 4.4896 -3.4702 -0.3159 0.0093 -0.1680 -0.1981
C -4.7078 2.7673 -2.8778 -0.0533 0.0276 -0.0089
C -4.5615 -0.1626 0.9767 -0.0320 0.0165 0.0658
H 0.3962 -2.4794 4.3553 0.0409 -0.0617 -0.0362
H -3.2603 -1.4580 5.9703 -0.0012 0.0147 0.0122
C -3.1239 -2.4825 -3.0253 -0.0128 -0.0105 -0.0190
H -1.1918 3.7704 1.0612 -0.0441 -0.0066 0.0490
Br 7.8501 1.4325 -4.2439 -0.0071 -0.0083 -0.0024
C 4.1063 -3.7519 1.0605 -0.0948 0.0129 0.0241
H 0.9935 -3.7978 3.3255 -0.0284 0.0247 -0.0055
H -0.1303 -2.8009 -0.3860 0.0283 0.0518 -0.0966
N -0.0842 4.6241 -1.3379 0.1437 0.0189 -0.0999
C 2.7965 -1.4861 -3.0856 0.0083 -0.0434 -0.0744
H -2.7347 4.0499 -0.7848 -0.0265 -0.0005 0.0332
H -3.4063 1.4345 4.7578 0.0057 -0.0059 0.0326
C -3.5186 0.8413 3.8465 -0.0451 0.0113 -0.0227
H -3.5053 -3.9561 1.0472 0.0099 -0.0165 0.0135
H -0.2538 6.1259 0.0652 0.0163 -0.0050 -0.0027
H -4.1557 0.8363 0.8140 -0.0131 0.0407 -0.0092
C 7.3094 -0.2421 -3.4881 0.0065 0.0601 0.0233
C 2.5893 -1.7651 -0.3469 0.2121 0.1007 0.0606
N 6.1718 -3.9386 -1.9294 -0.3430 -0.0157 -0.2727
H 0.0178 -0.5467 4.9634 -0.0252 0.0666 0.0497
C -0.8158 0.1474 4.8469 0.0378 0.0128 0.0099
H -5.2310 -0.3870 0.1412 0.0071 -0.0209 -0.0036
H -4.5459 0.4702 3.8232 0.0480 0.0461 0.0149
C 7.0099 -2.6103 -3.7008 -0.0079 0.0472 -0.0566
N -3.3264 3.4785 -1.3635 -0.0319 0.0150 -0.1134
H -1.4205 2.9634 2.6140 -0.0050 0.0207 -0.0096
H -5.1599 -0.1474 1.8899 0.0208 -0.0123 -0.0790
C 3.5765 -2.5578 -1.0619 0.0767 -0.0481 -0.0482
H -4.0486 0.6489 -2.5175 0.0208 0.0002 -0.0095
H 2.9115 -3.2528 2.7247 -0.0073 0.0414 -0.0588
H -0.7659 -0.0977 -3.0193 0.0241 -0.0130 0.0001
H -0.4271 1.0695 4.3999 -0.0400 -0.0187 0.0397
H -1.8954 -1.6184 -4.5768 0.0140 -0.0004 -0.0009
C -0.5225 5.8427 -0.9437 -0.0249 0.0086 0.0170
H 2.8491 -1.3426 -4.1561 0.0269 0.0135 0.0258
N 5.5591 -4.0966 -0.7260 0.1186 0.2250 0.2844
C -4.0988 -3.0988 1.3746 0.0143 0.0021 0.0152
H -1.2160 4.5445 -4.4674 0.0075 -0.0176 0.0048
H -3.6530 -3.1655 -3.6785 0.0010 -0.0107 0.0050
S 0.2543 2.5629 -2.9722 0.0325 0.0687 0.0601
C 1.7260 -0.3888 2.5778 -0.0823 0.1963 -0.0403
H 2.2107 0.3822 1.9764 0.0048 -0.0408 -0.0270
C 3.1287 -3.0572 1.6786 0.0045 -0.1582 0.0366
C -2.7076 -1.5731 -0.8245 0.1112 0.0452 -0.0516
H 6.7483 0.6185 -1.6099 0.0039 -0.0051 0.0111
H -3.3916 1.5075 2.9897 0.0076 -0.0015 0.0317
H -0.6697 -3.8087 3.9292 0.0642 0.0194 -0.0227
H -1.1397 -4.0245 0.3847 -0.0359 -0.0336 -0.0007
C 7.4013 -1.4083 -4.2439 -0.0169 -0.0353 -0.0014
C -0.3036 4.0882 -2.5776 -0.0054 -0.0729 0.0542
H -2.2964 -2.7019 5.1654 -0.0041 -0.0036 0.0155
C 0.1334 -3.1675 3.5490 -0.3355 -0.1317 0.0850
C -1.4902 6.1497 -3.0878 0.0375 -0.0423 -0.0108
C -1.5140 -0.7861 -2.6402 -0.0902 -0.0028 0.0248
Si -0.4566 -2.2782 2.0045 1.1300 -0.2232 -0.0028
C 0.6250 3.2568 2.0456 -0.0179 -0.0630 0.0147
H 1.5779 0.2108 -2.7701 -0.0939 -0.0105 -0.0199
C -0.8258 2.9533 1.6928 0.0368 0.0325 -0.0121
H 4.2521 -3.0774 -3.0059 0.0464 0.0013 0.0137
C -3.9820 1.7046 -2.3050 0.0036 -0.0849 0.0300
H -4.1418 -3.1114 -1.2495 -0.0123 0.0135 -0.0110
C 2.3909 -2.0550 0.9900 0.0667 -0.2207 0.2080
H -1.5942 7.6004 -1.4516 0.0060 0.0027 -0.0024
H 2.3949 3.6238 1.0563 -0.0015 0.0514 -0.0049
H -5.0812 -3.1640 0.9004 -0.0097 0.0047 -0.0315
N -3.1404 2.1499 -1.3921 0.0607 0.1776 0.1505
H -1.7920 1.7098 0.3711 -0.0029 -0.0002 -0.0284
C -2.1568 -1.6318 -3.5279 -0.0143 0.0014 -0.0266
Na 0.1160 0.5803 -0.7477 -0.0474 -0.1150 -0.0976
H 2.4339 -0.7649 3.3170 -0.0186 -0.0610 -0.0049
H -4.5193 4.9353 -2.3608 0.0134 0.0027 -0.0041
C -3.3979 -2.4462 -1.6682 0.0193 -0.0192 0.0392
H 6.0285 -1.5088 -0.6338 0.0107 0.0335 -0.0087
N 1.4398 3.3738 0.8287 -0.1123 -0.0260 -0.0340
H 0.6674 4.2074 2.5820 0.0118 -0.0125 0.0169
C 3.5947 -2.4427 -2.4330 -0.0032 0.0075 0.0957
C 6.4880 -2.7194 -2.3754 0.1739 -0.0544 0.2148
C 6.8208 -0.2928 -2.1925 0.0216 -0.0055 -0.0374

[3]
13
Properties=species:S:1:pos:R:3:forces:R:3 method="wB97M-V/def2-TZVPD" total_energy_ha=-340.59491 max_force_ev_per_a=3.2 relative_energy_kcal_mol=125.5
H 0.8951 -0.7019 1.8008 0.0638 0.0660 -0.1425
C -1.3338 0.2791 -0.4769 0.3086 -0.3157 0.8988
N -2.5812 0.4734 -0.5550 1.1432 0.2501 -0.2119
C 0.5354 -1.1424 -0.2921 0.2268 0.0198 0.0313
C 1.1804 1.0738 0.6817 -0.3240 0.5989 -0.3168
O -0.8772 -0.9508 -0.1723 -0.1232 0.1560 -0.1564
H 0.8782 -0.7796 -1.2700 -0.0833 -0.0706 0.1208
H -2.8423 1.4332 -0.7708 0.0933 -0.0426 0.1189
C 1.2988 -0.4294 0.8159 -0.0549 -0.0196 -0.0081
H 2.3592 -0.7101 0.8158 -0.2465 0.0686 -0.0111
H 0.6845 -2.2243 -0.2537 -0.0149 0.1850 -0.0022
H -0.4194 2.1411 -0.3858 0.7712 1.6704 0.3224
N 0.2223 1.5381 0.0624 -1.7602 -2.5662 -0.6431

[4]
113
Properties=species:S:1:pos:R:3:forces:R:3 method="wB97M-V/def2-TZVPD" total_energy_ha=-5766.60466 total_charge=+3 max_force_ev_per_a=0.1 s2=6.048 spin_multiplicity=5 relative_energy_kcal_mol=0.0
H 0.7586 0.0532 6.1543 -0.0007 0.0004 0.0001
C -1.1661 -3.4171 -0.7580 0.0088 -0.0172 0.0080
C 4.9779 -0.2884 2.5019 0.0034 -0.0045 -0.0001
C 1.9672 0.4326 -5.1066 0.0362 0.0022 -0.0039
C 4.4215 3.3865 2.8956 0.0013 -0.0006 -0.0005
C 2.4307 1.4458 -4.0261 -0.0097 0.0148 0.0204
H -5.0896 0.4384 0.7811 0.0002 0.0018 -0.0003
H -3.9315 3.0335 -1.6774 0.0001 0.0031 0.0009
C -0.0578 2.0056 -1.4666 -0.0009 0.0071 0.0042
C -1.7433 4.1486 1.6424 0.0036 -0.0028 0.0046
H 3.4562 1.2160 -3.7408 -0.0026 -0.0043 0.0070
H 5.7377 -0.5239 1.7526 0.0012 0.0023 0.0018
N -3.1803 1.7109 -0.2401 0.0044 0.0109 0.0140
H -2.2175 4.8653 0.9666 -0.0002 -0.0002 -0.0002
H -5.5644 0.6047 2.4766 -0.0002 0.0001 -0.0005
H 2.6898 4.4110 2.1029 0.0020 0.0005 0.0017
H 2.0688 2.5114 0.6691 0.0127 -0.0060 -0.0208
C 0.6984 0.1093 4.0099 0.0013 -0.0099 -0.0002
C 1.7902 0.8661 -1.6645 0.0028 0.0171 0.0120
C -0.2822 -1.6796 2.9161 0.0093 0.0112 -0.0049
S -0.0727 -4.3122 -5.7858 0.0108 -0.0099 -0.0091
H -1.4281 4.6831 2.5393 0.0018 0.0002 -0.0001
C 0.4504 -0.4646 5.2572 -0.0007 0.0045 -0.0014
C 0.2801 -4.6095 -4.1427 -0.0205 0.0117 -0.0023
H 2.6139 -1.4979 -3.2583 -0.0082 0.0058 -0.0017
H -1.4971 -4.0909 5.0126 -0.0010 -0.0006 -0.0002
H 0.5085 -1.0567 -3.3398 -0.0004 -0.0006 -0.0067
N -2.4177 -5.3684 2.9754 0.0072 -0.0054 -0.0089
C 2.7431 -1.8018 -4.3113 0.0134 0.0190 0.0238
P -2.6106 1.6246 1.2879 -0.0135 -0.0337 0.0349
H -0.9567 2.3762 -1.0078 -0.0042 -0.0042 -0.0063
O 2.8330 -0.6847 -5.1660 -0.0386 -0.0051 -0.0386
H -2.3905 1.0444 -6.7155 0.0008 -0.0002 -0.0012
C -1.5719 -4.0841 0.3703 -0.0153 0.0073 0.0007
H -2.7671 0.8818 -2.1259 -0.0024 -0.0037 -0.0017
C 5.2712 2.1989 2.4939 0.0059 0.0009 0.0000
H -3.5148 3.9650 3.7175 -0.0012 0.0011 0.0004
C 3.4299 3.6763 1.7906 -0.0001 0.0035 -0.0085
C 3.2327 1.1909 1.6156 -0.0028 -0.0282 0.0085
H -0.1862 -5.4382 -3.6332 0.0027 0.0016 0.0062
C -3.8373 3.5345 2.7693 -0.0001 0.0008 -0.0028
H -2.0831 -5.0316 0.2925 -0.0013 0.0017 0.0021
C -1.4828 -0.8151 -4.0320 -0.0080 0.0089 0.0278
H -1.9221 -1.4596 -3.2817 -0.0010 -0.0050 0.0099
Cl 0.2318 1.7978 -7.2641 0.0059 0.0083 -0.0042
O -3.2535 -5.5162 2.1078 -0.0035 0.0014 0.0023
C 1.0732 -3.0356 -5.8465 0.0008 0.0077 0.0055
H 2.6349 0.2288 -1.4635 0.0042 0.0075 0.0067
H 0.0803 2.8517 -3.5126 0.0003 0.0017 -0.0002
H -4.9436 -0.9403 1.8761 0.0007 -0.0003 0.0004
N 0.3442 -0.4795 2.8764 -0.0023 0.0018 -0.0068
H 5.9412 1.9072 3.2997 0.0000 -0.0001 -0.0005
H 3.9023 3.1712 3.8320 0.0018 0.0002 0.0019
C -4.1638 2.7146 -0.6608 0.0133 0.0002 -0.0078
O -1.1354 1.1880 1.2468 0.0378 0.0702 -0.0949
C -0.1226 -0.5876 -4.0814 0.0243 0.0045 0.0092
C -0.5698 -2.3197 4.1226 -0.0004 -0.0023 0.0131
C 3.0423 -1.1945 1.2817 0.0075 0.0077 0.0051
O -2.1881 -6.1131 3.8926 -0.0029 -0.0002 0.0048
H -1.3336 -3.8284 -1.7442 0.0026 0.0024 -0.0030
C -0.5162 -2.1873 -0.6324 -0.0068 0.0072 -0.0081
H -3.1720 -0.8491 3.6845 -0.0004 -0.0002 -0.0003
H -4.0519 0.0526 -1.2369 0.0007 0.0012 -0.0013
Mn 0.5475 0.3486 1.0139 -0.0436 -0.0193 0.0754
H -0.3924 -2.1536 6.2685 0.0005 -0.0007 0.0005
H 3.9458 4.0665 0.9105 -0.0004 0.0002 -0.0013
H -5.1788 2.3104 -0.6532 0.0008 -0.0024 -0.0017
H 2.4137 2.4481 -4.4515 0.0142 -0.0002 0.0016
H -4.3872 4.2970 2.2134 -0.0004 0.0013 0.0004
C 0.4719 0.1905 -5.0732 -0.0139 -0.0151 -0.0140
H -3.7717 0.7237 4.2263 -0.0002 0.0004 0.0022
H -4.1262 3.5849 -0.0112 -0.0061 -0.0031 0.0033
C -1.2589 -3.5758 4.0906 -0.0035 0.0063 0.0000
H 5.8850 2.4255 1.6186 -0.0003 -0.0014 -0.0002
C -1.6280 -4.1150 2.9145 -0.0025 0.0037 0.0051
H 1.6305 -3.8067 -2.6642 -0.0059 -0.0045 0.0001
C -0.6363 -2.2951 1.6647 0.0010 -0.0081 -0.0036
H 3.6410 -1.3930 0.3864 0.0038 0.0035 0.0020
N -2.6652 3.0775 2.0159 -0.0170 -0.0011 0.0083
N 4.4130 1.0355 2.2042 -0.0066 0.0071 -0.0094
C -3.1029 0.2281 3.5180 -0.0019 -0.0055 -0.0055
N 0.7967 1.1341 -0.8093 -0.0006 -0.0042 -0.0271
C 1.6903 -2.8249 -4.6485 0.0082 -0.0053 -0.0271
H -4.5109 2.7062 2.9743 0.0012 -0.0010 0.0008
H 1.1938 1.0699 3.9263 -0.0004 0.0031 -0.0032
H -2.3601 -0.1571 -0.7503 0.0053 0.0012 -0.0028
H 3.7293 -2.2655 -4.3778 -0.0014 -0.0062 0.0131
H -0.1981 -1.6360 -1.5085 -0.0050 0.0036 -0.0072
Cl -4.0053 -0.4597 -4.9065 -0.0108 0.0002 -0.0009
H -2.0850 0.5592 3.7202 -0.0010 0.0016 0.0009
Cl 1.2822 -2.1984 -7.3241 -0.0119 0.0089 0.0022
H 2.2252 -1.9150 1.2796 -0.0016 -0.0011 -0.0028
C -1.3128 -3.5185 1.6396 0.0064 -0.0184 -0.0098
N -0.2575 -1.6385 0.5411 0.0087 0.0169 0.0003
C -4.8444 0.1430 1.7968 -0.0027 0.0010 -0.0010
C -0.3808 0.7752 -6.0109 0.0038 -0.0094 0.0131
H 5.4789 -0.2202 3.4665 -0.0016 0.0007 0.0025
N -3.4752 0.5360 2.1393 0.0109 0.0002 0.0075
C 3.8955 -1.3447 2.5257 -0.0022 -0.0018 0.0005
C 1.2259 -3.7530 -3.6686 0.0226 -0.0079 0.0096
H -0.8609 3.7359 1.1561 -0.0001 0.0025 -0.0038
N 2.7208 2.4366 1.4360 -0.0431 0.0161 0.0209
C 0.4442 2.2431 -2.7022 0.0025 -0.0001 0.0035
H 2.1906 0.9302 -6.0474 -0.0033 -0.0149 -0.0071
C -1.7573 0.5818 -5.9717 -0.0127 0.0067 0.0024
C -3.0878 0.5575 -1.1342 -0.0045 -0.0014 0.0017
C -2.2984 -0.2156 -4.9814 0.0194 -0.0107 -0.0060
C -0.1848 -1.6825 5.3155 0.0016 -0.0020 0.0006
N 2.4718 0.1596 1.2074 0.0317 -0.0330 -0.0158
N 1.6078 1.5183 -2.8079 -0.0158 -0.0215 -0.0193
H 5.0529 4.2574 3.0623 -0.0017 0.0013 -0.0001
H 4.3509 -2.3333 2.5642 -0.0001 -0.0005 0.0009
H 3.2736 -1.2294 3.4172 0.0010 -0.0010 0.0000